Formula: CsNO3
Source: the Open Molecules 2025 dataset
Level of theory: ωB97M-V with the def2-TZVPD basis set

energy = -8177.0213 eV
energy above the lowest of the compared OMol25 structures with the same formula, charge and spin = 0.2165 eV
largest force on an atom = 0.01682 Eh/bohr

Each line ends with the Mulliken charge.
Geometry (Å):
1 Cs -2.53 1.71 0.71  0.982
2 N 0.65 -0.44 -0.18  0.877
3 O -0.23 0.38 -0.60  -0.676
4 O 0.27 -1.41 0.51  -0.615
5 O 1.84 -0.24 -0.44  -0.568

---

Formula: C4H5BeO6
Source: the Open Molecules 2025 dataset
Level of theory: ωB97M-V with the def2-TZVPD basis set

spin multiplicity = 2
net charge = +2
⟨S²⟩ = 0.756
energy = -16890.5592 eV
largest force on an atom = 0.18860 Eh/bohr

Each line ends with the Löwdin spin population.
Geometry (Å):
1 O 3.11 0.82 -0.78  0.000
2 C 2.92 -0.17 -0.18  -0.001
3 O 3.01 -1.23 0.27  -0.008
4 Be 2.69 1.96 -1.32  -0.002
5 O 3.34 0.80 1.51  0.699
6 O 3.97 0.34 5.02  0.000
7 C 4.11 0.99 6.16  0.000
8 O 4.09 2.19 6.31  0.001
9 O 4.25 0.09 7.13  0.000
10 C 3.76 1.14 3.85  0.011
11 C 3.49 0.18 2.70  0.158
12 H 4.30 0.54 7.98  0.000
13 H 4.65 1.74 3.64  0.002
14 H 2.90 1.80 4.01  0.003
15 H 2.60 -0.46 2.89  0.057
16 H 4.31 -0.56 2.59  0.081

---

Formula: C5H11ClNOP
Source: the Open Molecules 2025 dataset
Level of theory: ωB97M-V with the def2-TZVPD basis set

energy = -30709.8350 eV
energy above the lowest of the compared OMol25 structures with the same formula, charge and spin = 2.6796 eV
SMILES = CO[C@@]1(Cl)CCCN1P
largest force on an atom = 0.12598 Eh/bohr

Each line ends with the Mulliken charge.
Geometry (Å):
1 C 0.43 -1.28 2.40  -0.907
2 O -0.55 -0.96 1.36  -0.381
3 C -0.21 0.07 0.52  0.394
4 Cl -0.63 1.63 1.70  -0.330
5 C 1.46 0.20 -0.03  -0.910
6 C 1.21 1.10 -1.23  -0.502
7 C -0.20 0.78 -1.76  -0.731
8 N -0.94 0.12 -0.64  0.090
9 P -2.49 -0.79 -0.63  -0.117
10 H 1.38 -1.51 2.05  0.359
11 H -0.01 -2.02 3.05  0.310
12 H 0.57 -0.57 3.19  0.357
13 H 1.70 -0.77 -0.18  0.454
14 H 2.00 0.48 0.84  0.464
15 H 1.01 2.17 -0.98  0.257
16 H 1.99 0.90 -1.87  0.396
17 H -0.85 1.56 -2.14  0.364
18 H -0.26 -0.05 -2.47  0.337
19 H -2.39 -1.30 -2.04  0.047
20 H -3.23 0.21 -1.13  0.050